Entry from the Open Molecules 2025 dataset: 2 unconnected molecules or ions with the total composition C5H15N3 (the ωB97M-V functional and the def2-TZVPD basis).

Results
**E_HOMO**: -9.02 eV
**SMILES string**: C=NCC.CCNN
**Relative energy (zero: lowest compared OMol25 entry of this formula, charge and spin)**: 227.2 kJ/mol

Last column: Löwdin charge in e.
Element x y z (Å)
1 H 0.2542 -2.4462 -0.5421  0.063
2 H -2.6712 1.0268 0.5859  0.108
3 H -1.5979 -0.2357 2.4476  0.072
4 H -3.4472 -0.2084 -1.3169  0.066
5 H -1.0903 1.1834 -0.2227  0.103
6 H -2.2453 -1.4275 0.4085  0.112
7 H -0.0399 -0.1556 1.6210  0.046
8 H 2.8907 0.7493 1.3350  0.071
9 H -2.0244 -0.3006 -2.1452  0.063
10 C 2.4681 1.1643 0.4260  -0.100
11 C -1.6841 0.5354 0.4311  -0.302
12 H 0.5553 -1.2589 -1.9332  0.075
13 N -1.8146 -0.7587 -0.2247  -0.187
14 C 2.4008 0.0842 -0.6495  -0.319
15 H -0.8003 1.3243 2.2308  0.071
16 N -2.5798 -0.7478 -1.4181  -0.025
17 H 3.4163 -0.2832 -0.8381  0.110
18 C 0.7882 -1.5849 -0.9138  -0.089
19 H 1.4728 1.5389 0.6484  0.048
20 H 3.0868 1.9892 0.0838  0.066
21 C -0.9829 0.3583 1.7682  -0.105
22 N 1.6416 -1.0381 -0.1807  -0.053
23 H 2.0030 0.4916 -1.6014  0.107

Entry from the Open Molecules 2025 dataset: 12 unconnected molecules or ions with the total composition C3H28NO13 at a distorted geometry (the ωB97M-V functional and the def2-TZVPD basis).

Results
**E_HOMO**: -6.17 eV
**Charge**: -1
**Relative energy (zero: lowest compared OMol25 entry of this formula, charge and spin)**: 258.8 kJ/mol

Last column: Löwdin charge in e.
Element x y z (Å)
1 H 1.0276 -1.2054 2.0772  0.041
2 H 2.4262 1.1768 2.3937  0.017
3 H 0.6432 1.3741 -2.4241  0.022
4 H -1.9494 1.2144 3.1757  0.017
5 H -2.9177 -0.7648 -3.1914  0.056
6 H -2.6587 1.3571 1.8841  -0.024
7 O 1.0230 0.5211 -0.9827  -0.109
8 H 0.4544 0.4783 3.6265  -0.022
9 H -0.0305 -2.9174 -1.8589  -0.038
10 O -2.8126 0.9943 2.7508  -0.095
11 H 2.6534 -1.9806 -2.1609  0.002
12 O 1.3286 2.7845 0.4885  -0.078
13 C 0.6580 -2.1132 1.5896  -0.125
14 H 0.4500 0.8649 -3.8164  0.029
15 H -0.6472 -0.5044 3.4236  -0.028
16 N -0.5904 -1.9682 0.7642  -0.096
17 H 3.5278 -0.0929 0.6873  0.006
18 O 0.0727 -3.8670 -1.6830  -0.109
19 H -0.9308 -3.9457 -1.6879  0.068
20 H -3.6535 -0.9822 -1.6989  0.092
21 O 0.0740 -1.1967 -2.0446  -0.029
22 H 2.2814 2.8253 0.4922  0.046
23 H -0.5499 -2.6730 -0.0447  0.078
24 H -0.5533 2.3138 0.3086  -0.047
25 O 0.2489 1.6225 -3.2967  -0.050
26 O 1.7860 1.6203 3.0184  -0.110
27 C -0.7842 -0.6441 0.0829  -0.132
28 H -1.2189 1.5806 -2.2563  -0.027
29 H 2.2238 -0.6906 -1.9687  -0.042
30 O -1.3861 2.5532 0.6396  -0.049
31 O 2.9066 0.5568 0.8330  -0.067
32 H 1.3390 2.2195 2.3755  0.032
33 H -0.7703 0.2124 0.7638  0.100
34 O -3.5930 -0.4881 -2.5656  -0.062
35 O -1.9086 1.4230 -1.6635  -0.038
36 H 2.2020 0.4319 0.0919  0.045
37 O -0.4145 0.2302 3.8995  -0.022
38 H 0.5685 -2.7414 2.5036  0.069
39 H 1.0983 1.9387 0.0194  0.016
40 H -1.9133 2.4100 -0.1621  0.021
41 O 2.9987 -1.1789 -1.8704  -0.001
42 H -2.5981 0.8896 -2.0937  0.018
43 C 0.1690 -0.3999 -1.0636  -0.597
44 H 1.5483 -2.4332 0.8542  0.115
45 H -1.8284 -0.8056 -0.2098  0.106

Entry from the Open Molecules 2025 dataset: C20H23ClN4O5S in the gas phase (the ωB97M-V functional and the def2-TZVPD basis).

Results
**E_HOMO**: -8.15 eV
**SMILES string**: Nc1cc(N)cc(C(=O)OCC(=O)Nc2cc(S(=O)(=O)N3CCCCC3)ccc2Cl)c1
**Relative energy (zero: lowest compared OMol25 entry of this formula, charge and spin)**: 0.0 kJ/mol

Last column: Löwdin charge in e.
Element x y z (Å)
1 H 1.6736 -1.6043 -3.2987  0.140
2 C -4.0189 -1.9006 -0.3386  -0.206
3 H -3.2482 -3.3597 1.8674  0.113
4 N 7.0569 1.4284 1.7085  0.102
5 N -4.7184 -0.8643 0.3856  -0.237
6 C -2.8249 2.1587 1.0093  -0.056
7 H -2.2730 0.1140 -1.6234  0.111
8 C -1.5269 2.5797 1.2467  -0.085
9 H -3.9767 -4.0488 -0.3985  0.114
10 Cl 1.1295 2.5980 0.7953  0.751
11 H -3.6545 2.5187 1.5953  0.114
12 H 6.6306 2.3386 1.7544  0.094
13 H -1.3107 3.2832 2.0350  0.108
14 S -4.7334 0.6501 -0.2858  0.666
15 C -0.4914 2.0843 0.4717  -0.566
16 C 1.7421 -0.7078 -2.6803  -0.049
17 H -3.4546 -0.7898 2.0657  0.131
18 O -5.6330 1.4543 0.4881  -0.284
19 C 4.5395 -0.2869 -0.3370  -0.132
20 H 5.6913 -3.9542 0.5874  0.093
21 H -5.5797 -3.3540 -0.1025  0.119
22 O 2.7824 -0.9629 -1.7439  0.025
23 C 3.4137 0.0911 -1.2025  -0.419
24 C 6.3122 0.4256 1.1330  -0.319
25 H 6.9385 -3.4612 1.6304  0.091
26 C 4.8883 -1.6194 -0.1456  0.021
27 C 5.2408 0.7338 0.2960  0.023
28 N 0.3378 0.6968 -1.3185  0.131
29 H 7.6292 1.1810 2.4982  0.091
30 H -4.8564 -2.2964 3.4279  0.112
31 N 6.3607 -3.2451 0.8355  0.100
32 C -4.5218 -0.9116 1.8143  -0.210
33 O -4.9666 0.5048 -1.6899  -0.271
34 H 4.3361 -2.4006 -0.6417  0.117
35 H -2.9322 -1.8303 -0.1764  0.125
36 C 5.9580 -1.9369 0.6906  -0.319
37 C -2.0465 0.7840 -0.8116  0.014
38 O 3.0642 1.2353 -1.4175  0.058
39 H -6.1011 -2.3163 2.1675  0.119
40 C 0.3796 -0.4719 -2.0088  -0.417
41 H -5.0833 -0.0784 2.2381  0.117
42 C -0.7308 1.1732 -0.5669  -0.215
43 H 4.9476 1.7583 0.1292  0.119
44 H -4.2302 -1.7461 -1.3965  0.120
45 H 7.4836 -1.1571 1.9758  0.113
46 H 2.0005 0.1650 -3.2921  0.141
47 O -0.5291 -1.2628 -2.1063  0.091
48 H -4.7046 -4.3534 1.9902  0.108
49 C -3.0660 1.2719 -0.0214  -0.251
50 C 6.6547 -0.9110 1.3266  0.018
51 C -4.3163 -3.3958 1.6393  -0.205
52 H 1.2094 1.2312 -1.2533  0.075
53 C -4.5183 -3.2647 0.1316  -0.171
54 C -5.0285 -2.2484 2.3516  -0.174

Entry from the Open Molecules 2025 dataset: a molecular structure, C32H31BF4N3OP2Pd at a distorted geometry (the ωB97M-V functional and the def2-TZVPD basis).

Results
**E_HOMO**: -3.46 eV
**Charge**: -1
**Relative energy (zero: lowest compared OMol25 entry of this formula, charge and spin)**: 182.8 kJ/mol

Last column: Löwdin charge in e.
Element x y z (Å)
1 B -3.2721 -2.1285 -0.2150  -1.269
2 H 1.7724 -4.7861 -0.6689  0.103
3 F -1.8820 -1.9841 -0.4774  0.055
4 H -3.7031 1.5357 2.0392  0.101
5 F -3.4558 -3.0752 0.8014  0.092
6 H -6.1120 4.9928 1.2314  0.092
7 C 2.6067 2.3459 -4.5801  -0.106
8 H -4.9872 0.3028 -4.2113  0.096
9 C -3.4575 2.4001 0.1090  -0.351
10 N -0.9672 2.5973 -0.6311  -0.430
11 H 5.1230 -1.5111 2.0333  0.082
12 H 1.3661 -1.0454 -0.8002  0.036
13 H 2.7110 0.6798 -1.6283  0.075
14 N 0.4049 -2.2552 1.0653  0.075
15 H -0.4676 -0.0109 -2.2428  0.063
16 C 2.0258 6.5921 0.7673  -0.114
17 C 1.6058 3.2582 -4.2723  -0.090
18 C 3.5899 -0.8490 0.7105  -0.560
19 C -1.4476 0.0942 -2.7126  -0.114
20 F -3.9349 -2.5400 -1.3734  0.105
21 H 5.7079 -1.2352 0.3747  0.068
22 C 0.3087 4.9117 0.6644  -0.100
23 H -3.4368 3.4892 -1.7453  0.101
24 F -3.8184 -0.8873 0.2227  0.051
25 H -3.1858 -0.8343 -5.4595  0.092
26 C -4.8131 4.3475 -0.3500  -0.097
27 H -1.0128 -2.3874 2.5374  0.121
28 H 2.3470 7.5921 1.0320  0.091
29 C -4.9692 3.2613 1.7857  -0.095
30 H 3.0816 2.3716 -5.5532  0.093
31 C 1.1412 -2.9067 0.1593  -0.274
32 H -1.1894 -4.8680 2.4263  0.104
33 H 5.3348 0.1381 1.4486  0.079
34 H 2.0317 -2.4568 -1.7659  0.122
35 H 3.9899 -2.4799 -0.4382  0.124
36 C -0.3948 -2.9571 1.8551  -0.118
37 C -1.7029 -0.4607 -3.9537  -0.084
38 H 3.7822 0.7002 -3.8792  0.095
39 H 0.0174 6.8742 1.4721  0.096
40 H -5.3996 3.2038 2.7782  0.096
41 H -1.2530 3.3863 -1.1987  0.044
42 H 3.9418 6.0115 -0.0078  0.095
43 H 1.2960 3.9928 -5.0058  0.097
44 C -0.4845 -4.3416 1.7987  -0.058
45 C -2.9762 -0.3773 -4.4997  -0.103
46 H -0.9209 -0.9906 -4.4847  0.097
47 C -2.4576 0.7344 -1.9952  -0.337
48 C -4.0205 2.3333 1.3784  -0.094
49 C 1.0169 3.2422 -3.0190  -0.092
50 C 1.1868 4.0256 0.0418  -0.346
51 C -3.8617 3.4216 -0.7499  -0.121
52 H 3.1960 3.7401 -0.6417  0.101
53 C -5.3661 4.2707 0.9214  -0.110
54 H -0.7051 4.5866 0.8656  0.092
55 H -4.5415 1.2318 -1.9735  0.100
56 N 3.3046 -1.7652 -0.2654  0.063
57 C 1.1537 -4.2903 0.0693  -0.033
58 C 0.7209 6.1903 1.0123  -0.100
59 C 0.3179 -5.0226 0.9024  -0.071
60 H -5.1260 5.1321 -1.0292  0.095
61 C 3.0015 1.4112 -3.6357  -0.092
62 C 2.4029 1.3947 -2.3828  -0.108
63 P 0.6658 2.2973 -0.3571  0.908
64 C 1.9483 -2.0242 -0.7695  -0.134
65 Pd 0.0490 -0.0683 0.0027  0.158
66 C 2.5051 4.4325 -0.1743  -0.100
67 C 5.0433 -0.8673 1.1558  -0.009
68 P -2.0403 1.2745 -0.2756  0.972
69 C -3.9865 0.2575 -3.7984  -0.090
70 C -3.7320 0.8013 -2.5471  -0.093
71 H 0.2507 3.9669 -2.7681  0.101
72 C 1.4111 2.3138 -2.0586  -0.362
73 H 0.2867 -6.1031 0.8392  0.100
74 C 2.9195 5.7050 0.1806  -0.101
75 O 2.7923 -0.0736 1.1826  0.025

Entry from the Open Molecules 2025 dataset: a molecular structure, C3H3CaO at a distorted geometry (the ωB97M-V functional and the def2-TZVPD basis).

Results
**E_HOMO**: -1.94 eV
**Charge**: -1
**Relative energy (zero: lowest compared OMol25 entry of this formula, charge and spin)**: 29.1 kJ/mol

Last column: Löwdin charge in e.
Element x y z (Å)
1 H -1.9861 0.8132 -0.2974  0.029
2 H -0.6423 -1.1861 1.3471  0.063
3 C -1.0471 0.2711 -0.4910  -0.342
4 H -1.0046 -0.0836 -1.5324  0.035
5 O 2.4973 -0.9974 0.1019  -1.106
6 C -0.3319 -0.4964 0.5592  -0.238
7 Ca 2.3592 0.9216 -0.0603  0.920
8 C 0.1555 0.7576 0.3730  -0.361

> E_HOMO of number 2 (C3H28NO13)?

-6.17 eV

> The highest E_HOMO belongs to which entry?

C3H3CaO